DFT (ωB97M-V/def2-TZVPD) results for a molecular structure, C10H20EuN3O5P at a distorted geometry.

The spin multiplicity is 8. The charge is +2. Its expectation value of S² is 15.82. The total energy comes out at -53985.6567 eV.

Each line ends with the Löwdin charge.
Atoms and positions in Å:
Eu1 0.000 0.000 0.000  1.057
O1 -0.004 3.057 0.087  0.267
C1 -0.002 1.906 0.034  -0.232
C2 0.002 -1.906 0.034  -0.221
O2 0.004 -3.057 0.088  0.278
C3 1.909 0.002 -0.004  -0.233
O3 3.060 0.004 0.030  0.276
C4 -1.909 -0.002 -0.003  -0.246
O4 -3.060 -0.003 0.032  0.263
H1 -0.001 0.403 -1.741  0.126
H2 0.000 -0.403 -1.741  0.127
C5 -0.106 2.410 3.928  -0.113
N1 -0.881 1.159 3.960  -0.260
C6 -2.030 1.327 3.063  -0.123
P1 0.187 -0.262 3.496  0.929
O5 0.863 -0.027 2.099  -0.432
N2 1.604 -0.369 4.649  -0.282
C7 2.793 0.348 4.174  -0.116
C8 1.268 -0.014 6.037  -0.126
N3 -0.565 -1.939 3.524  -0.274
C9 -0.598 -2.505 4.877  -0.123
C10 -1.900 -2.026 2.933  -0.137
H3 -0.754 3.278 4.175  0.118
H4 0.354 2.575 2.930  0.077
H5 0.686 2.414 4.690  0.071
H6 -1.701 1.557 2.035  0.040
H7 -2.689 0.452 3.065  0.071
H8 -2.665 2.170 3.412  0.125
H9 2.596 1.430 4.047  0.080
H10 3.630 0.216 4.893  0.115
H11 3.130 -0.076 3.206  0.080
H12 1.306 1.076 6.217  0.084
H13 0.262 -0.376 6.322  0.074
H14 2.003 -0.487 6.721  0.111
H15 -1.241 -1.895 5.548  0.097
H16 -1.002 -3.541 4.852  0.114
H17 0.428 -2.584 5.288  0.092
H18 -2.673 -1.605 3.608  0.102
H19 -1.922 -1.536 1.955  0.025
H20 -2.161 -3.093 2.763  0.119